{"formula": "C2H9ClO3P", "method": "ωB97M-V/def2-TZVPD", "gap_ev": 6.78, "e_above_lowest_kj_mol": 225.5, "lumo_energy_ev": 3.42, "total_charge": -1, "spin_multiplicity": 1, "symbols": ["Cl", "C", "C", "O", "P", "O", "H", "H", "H", "H", "H", "H", "H", "O", "H", "H"], "xyz": [[-3.18, -0.70, -0.37], [-1.71, -1.07, 0.70], [-1.43, 0.27, 1.60], [-0.70, 1.38, 0.92], [0.22, 0.46, -0.28], [-0.61, -1.11, -0.27], [-2.04, -2.06, 1.24], [-0.67, -0.06, 2.42], [-2.47, 0.71, 1.91], [1.15, 1.57, -0.16], [1.11, -0.18, 0.66], [1.00, 0.17, -1.49], [-0.67, 1.09, -1.22], [2.99, -0.03, -1.77], [3.16, -0.78, -2.35], [3.87, 0.33, -1.57]], "mulliken_charge": [-0.28, 0.09, -0.60, -0.33, 0.06, -0.41, 0.27, 0.27, 0.30, -0.05, -0.09, -0.10, -0.08, -0.60, 0.28, 0.27]}

***

{"formula": "C10H16O", "method": "ωB97M-V/def2-TZVPD", "gap_ev": 9.92, "e_above_lowest_kj_mol": 204.0, "lumo_energy_ev": 0.76, "total_charge": 0, "smiles": "CCc1ccccc1.CCO", "spin_multiplicity": 1, "symbols": ["C", "C", "O", "H", "H", "H", "H", "H", "H", "C", "C", "C", "C", "C", "C", "C", "C", "H", "H", "H", "H", "H", "H", "H", "H", "H", "H"], "xyz": [[3.52, -2.42, -2.49], [3.36, -2.00, -1.03], [2.23, -2.76, -3.04], [4.01, -1.70, -3.16], [3.94, -3.44, -2.42], [2.31, -1.80, -0.72], [1.56, -2.31, -2.54], [3.65, -1.00, -0.74], [3.70, -2.74, -0.31], [0.64, 0.88, 0.63], [1.09, 0.20, 1.93], [-0.86, 1.06, 0.70], [-1.44, 2.30, 0.68], [-1.72, -0.05, 0.83], [-2.78, 2.64, 0.69], [-3.07, 0.26, 0.93], [-3.62, 1.55, 0.96], [1.21, 1.81, 0.56], [0.93, 0.45, -0.33], [2.10, -0.21, 2.01], [-0.75, 3.15, 0.58], [-1.32, -1.06, 0.85], [-3.07, 3.67, 0.53], [-3.77, -0.52, 1.21], [-4.70, 1.63, 0.90], [0.39, -0.59, 2.16], [1.01, 0.90, 2.75]], "mulliken_charge": [-0.07, -0.85, -0.52, 0.27, 0.19, 0.09, 0.30, 0.32, 0.28, -0.56, -1.20, 0.57, -0.22, -0.28, -0.52, -0.48, -0.50, 0.31, 0.24, 0.34, 0.22, 0.37, 0.38, 0.32, 0.33, 0.32, 0.37]}

***

{"formula": "C2H2BrCl2F", "method": "ωB97M-V/def2-TZVPD", "gap_ev": 9.89, "e_above_lowest_kj_mol": 233.4, "lumo_energy_ev": 0.18, "total_charge": 0, "spin_multiplicity": 1, "symbols": ["C", "C", "F", "Cl", "Cl", "Br", "H", "H"], "xyz": [[0.30, 0.66, 0.85], [-0.24, -0.72, -0.67], [-1.49, -0.28, -1.21], [0.96, -0.80, -1.86], [-0.55, -2.26, 0.28], [0.66, 2.28, -0.02], [-0.74, 0.73, 1.10], [1.12, 0.39, 1.52]], "mulliken_charge": [-0.56, 0.31, -0.20, -0.06, -0.14, -0.06, 0.35, 0.36]}